# 1
{"formula": "C18H26O18", "method": "wB97M-V/def2-TZVPD", "symbols": ["C", "C", "O", "C", "O", "O", "H", "H", "H", "H", "C", "C", "O", "C", "O", "O", "H", "H", "H", "H", "C", "C", "O", "C", "O", "O", "H", "H", "H", "H", "C", "C", "O", "C", "O", "O", "H", "H", "H", "H", "C", "C", "O", "C", "O", "O", "H", "H", "H", "H", "C", "O", "C", "O", "O", "C", "H", "H", "H", "H", "H", "H"], "coordinates": [[0.0737, 5.7888, -0.1385], [-0.7123, 4.4946, -0.0441], [-1.2217, 4.4262, 1.2391], [-1.1656, 5.7566, 1.7250], [-1.7608, 6.1231, 2.7154], [-0.5519, 6.5104, 0.9107], [-0.1304, 6.1728, -1.1380], [1.1234, 5.4960, -0.1605], [-0.0556, 3.6619, -0.2961], [-1.6528, 4.4495, -0.5931], [-1.5267, -0.4571, 1.2095], [-2.0441, 0.5136, 0.0436], [-1.2554, 0.0861, -1.0872], [-0.4891, -1.1006, -0.7815], [0.3338, -1.6864, -1.4800], [-0.8165, -1.4498, 0.5168], [-2.3390, -0.8865, 1.7958], [-0.8566, 0.0886, 1.8739], [-1.8857, 1.5472, 0.3514], [-3.1079, 0.2822, -0.0086], [-0.8185, -1.8615, -5.5410], [-1.7108, -2.4562, -4.4459], [-2.9844, -2.4024, -5.0092], [-2.9059, -1.7730, -6.1689], [-3.8959, -1.4376, -6.8803], [-1.7023, -1.4569, -6.4728], [-0.0581, -2.5591, -5.8921], [-0.4002, -0.9721, -5.0697], [-1.5098, -1.7497, -3.6406], [-1.4323, -3.4858, -4.2212], [3.5035, -0.3642, 1.6337], [3.7798, 0.9602, 2.3697], [3.0322, 1.8660, 1.4953], [1.8924, 1.2012, 1.1927], [0.8314, 1.7125, 0.8691], [2.1392, -0.1742, 1.2714], [3.6447, -1.0943, 2.4307], [4.2065, -0.6536, 0.8526], [4.8304, 1.2509, 2.3743], [3.3720, 0.9263, 3.3799], [-4.0411, 3.3228, 4.1316], [-2.8732, 2.4423, 3.7659], [-3.4718, 1.4081, 2.9692], [-4.7841, 1.7345, 2.7168], [-5.6317, 1.0399, 2.1822], [-5.0841, 2.9080, 3.2732], [-3.7720, 4.3563, 3.9137], [-4.3297, 3.1511, 5.1686], [-2.3672, 1.9878, 4.6177], [-2.1200, 2.9667, 3.1779], [2.0665, -4.4185, 0.3671], [3.3328, -4.8568, -0.1647], [3.5163, -4.8582, -1.5144], [2.7257, -4.5333, -2.3639], [4.7839, -5.2789, -1.8227], [5.7119, -5.8283, -0.8697], [1.7089, -4.7324, 1.3478], [1.3455, -4.8823, -0.3060], [1.7673, -3.3767, 0.2518], [5.2798, -6.7497, -0.4794], [5.8273, -5.0111, -0.1577], [6.6366, -6.0853, -1.3865]], "atomic_forces_ev_per_a": [[-1.297, -1.801, -1.627], [-0.359, -1.225, -1.612], [0.672, 1.684, 2.750], [-3.354, -2.481, 2.915], [1.116, -0.842, -1.219], [2.820, 2.678, -1.866], [-0.080, 0.864, 0.387], [0.298, 1.009, 1.299], [-0.341, -0.259, 0.234], [0.450, 0.241, -1.214], [-0.499, 1.771, -0.627], [0.536, -1.901, 2.118], [1.090, -1.682, -0.138], [-0.057, 0.770, 1.049], [-2.913, 1.935, 1.436], [1.198, -0.774, -1.967], [0.087, -0.109, -0.282], [0.096, -0.167, -0.048], [0.262, -0.072, -0.607], [0.018, 0.246, -0.975], [2.647, -0.906, 3.552], [3.198, -0.132, 0.665], [-3.167, 0.834, -2.106], [2.254, -0.946, 3.044], [-0.697, -0.063, -0.351], [-2.918, 1.441, -4.426], [-0.148, 0.319, -0.474], [0.641, -0.052, -0.687], [-1.230, -0.640, 0.736], [-0.419, 0.147, 0.274], [0.763, 0.430, 2.254], [0.518, -0.240, -1.843], [-0.702, -0.150, 1.047], [-0.734, -0.041, -0.719], [2.301, -1.406, 0.618], [-0.564, 1.080, -0.427], [-0.712, -0.613, -0.304], [-0.495, 0.500, -0.535], [-0.223, 0.128, -0.008], [-0.157, 0.296, -0.119], [0.606, 0.584, 0.396], [0.683, -0.316, -0.316], [-0.865, -0.212, -0.565], [-1.565, -1.496, 0.019], [2.375, 1.035, 0.427], [-0.155, 0.191, -0.195], [-0.378, 0.068, 0.317], [-0.217, 0.321, -0.056], [-0.210, -0.068, 0.007], [-0.103, -0.034, -0.170], [-2.166, -0.425, -2.060], [0.338, 0.480, 0.650], [0.853, -0.304, 0.268], [0.563, -0.225, 0.905], [-1.337, 0.246, -0.980], [-1.024, 0.551, 0.109], [1.490, -0.426, 0.243], [-0.345, -0.124, 0.017], [1.111, 0.397, -0.058], [0.140, 0.208, 0.468], [0.520, -0.685, 0.530], [-0.211, 0.366, -0.153]], "mulliken_spin": [0.00, 0.00, 0.00, 0.00, 0.00, 0.00, 0.00, 0.00, 0.00, 0.00, 0.00, 0.00, 0.00, 0.00, 0.00, 0.00, 0.00, 0.00, 0.00, 0.00, 0.01, 0.00, 0.03, -0.02, 0.95, 0.02, 0.00, 0.00, 0.00, 0.00, 0.00, 0.00, 0.00, 0.00, 0.00, 0.00, 0.00, 0.00, 0.00, 0.00, 0.00, 0.00, 0.00, 0.00, 0.00, 0.00, 0.00, 0.00, 0.00, 0.00, 0.00, 0.00, 0.00, 0.00, 0.00, 0.00, 0.00, 0.00, 0.00, 0.00, 0.00, 0.00], "s2": 0.754, "energy_ha": -2055.37979, "charge": 1, "multiplicity": 2}

=====

# 2
{"formula": "C18H27AuBrN5O3PS", "method": "wB97M-V/def2-TZVPD", "symbols": ["Au", "Br", "C", "C", "C", "C", "C", "C", "C", "O", "O", "H", "H", "H", "H", "C", "C", "C", "C", "N", "C", "S", "N", "H", "H", "H", "H", "H", "C", "N", "C", "P", "O", "N", "C", "C", "N", "C", "C", "H", "H", "H", "H", "H", "H", "H", "H", "H", "H", "H", "H", "H", "H", "H", "H", "H", "H"], "coordinates": [[0.4141, -0.9259, 0.9989], [1.3825, 5.7456, 3.4140], [1.8302, 4.1657, 2.4429], [0.8479, 3.5202, 1.7138], [1.1792, 2.3675, 1.0149], [2.4779, 1.8732, 1.0428], [3.4489, 2.5518, 1.7695], [3.1331, 3.6983, 2.4825], [2.8700, 0.6236, 0.2622], [4.0608, 0.4109, 0.0753], [1.9035, -0.0984, -0.1856], [-0.1626, 3.9061, 1.6893], [0.4192, 1.8616, 0.4339], [4.4574, 2.1602, 1.7627], [3.8838, 4.2228, 3.0580], [-4.7418, -5.3374, 2.0199], [-3.6387, -4.6079, 1.3074], [-3.3791, -4.8218, -0.0445], [-2.3482, -4.0778, -0.5889], [-1.6426, -3.1945, 0.1001], [-1.9685, -3.0454, 1.3938], [-1.1394, -1.8808, 2.3785], [-2.9434, -3.7357, 2.0200], [-4.8674, -6.3485, 1.6324], [-5.6870, -4.8068, 1.8827], [-4.5277, -5.3742, 3.0855], [-3.9425, -5.5343, -0.6305], [-2.0743, -4.1906, -1.6347], [-4.7968, 2.7585, -2.1259], [-3.4822, 2.6865, -1.5328], [-2.6487, 3.8468, -1.7858], [-3.0393, 1.6799, -0.2847], [-1.5733, 1.5540, -0.2071], [-3.9146, 0.3042, -0.6406], [-3.3655, -0.4628, -1.7612], [-4.2897, -0.5657, 0.4730], [-3.6427, 2.2477, 1.1524], [-5.0083, 2.6888, 1.3076], [-2.9015, 2.0723, 2.3891], [-4.7055, 2.9100, -3.2065], [-5.3884, 3.5938, -1.7260], [-5.3348, 1.8284, -1.9532], [-2.5280, 3.9881, -2.8639], [-1.6654, 3.6938, -1.3477], [-3.0911, 4.7606, -1.3688], [-3.1846, 0.1967, -2.6100], [-4.0931, -1.2222, -2.0556], [-2.4271, -0.9546, -1.4874], [-4.7765, 0.0062, 1.2603], [-3.4294, -1.0759, 0.9051], [-4.9980, -1.3126, 0.1061], [-5.5565, 2.5914, 0.3720], [-5.0572, 3.7365, 1.6268], [-5.5303, 2.0865, 2.0618], [-1.8999, 1.7124, 2.1649], [-3.3927, 1.3397, 3.0400], [-2.8302, 3.0242, 2.9252]], "atomic_forces_ev_per_a": [[-0.059, -0.009, 0.126], [-0.003, 0.007, 0.006], [0.002, -0.014, -0.006], [0.007, 0.030, 0.019], [0.037, -0.036, -0.065], [0.031, 0.033, 0.013], [-0.006, -0.049, -0.003], [-0.002, 0.029, 0.025], [0.004, 0.052, 0.130], [0.004, 0.043, -0.057], [-0.006, -0.160, -0.082], [-0.017, -0.003, -0.014], [0.001, 0.014, 0.040], [0.011, 0.005, 0.000], [0.000, 0.001, 0.000], [-0.018, -0.003, -0.004], [-0.027, -0.008, -0.032], [0.028, -0.002, 0.025], [-0.052, -0.016, -0.037], [-0.002, -0.016, -0.067], [0.087, 0.057, 0.129], [0.087, 0.060, -0.087], [-0.047, -0.024, -0.019], [0.000, -0.009, -0.011], [0.003, 0.005, 0.008], [0.002, -0.002, 0.010], [-0.004, -0.014, -0.005], [-0.001, -0.005, -0.004], [-0.054, -0.022, -0.047], [-0.038, -0.004, 0.044], [0.018, 0.048, -0.007], [0.014, -0.064, 0.033], [-0.051, 0.044, -0.040], [-0.004, 0.012, 0.029], [-0.017, 0.005, -0.038], [-0.033, 0.021, 0.013], [0.004, 0.074, -0.091], [-0.050, -0.006, 0.008], [0.033, -0.028, 0.007], [0.003, -0.004, -0.005], [0.003, 0.007, -0.013], [0.002, 0.025, 0.011], [-0.006, 0.006, 0.000], [0.007, -0.006, 0.004], [0.008, 0.009, 0.002], [0.022, -0.001, 0.009], [-0.003, -0.008, -0.029], [0.003, -0.026, -0.016], [-0.015, 0.014, -0.009], [0.053, -0.047, 0.055], [0.014, -0.009, 0.004], [0.003, 0.013, 0.002], [0.012, -0.019, 0.014], [-0.005, -0.001, -0.012], [0.011, 0.010, 0.012], [-0.002, 0.001, 0.015], [0.008, -0.011, 0.010]], "lowdin_charge": [0.55, 0.67, -0.69, -0.13, -0.04, -0.14, -0.03, -0.14, -0.64, 0.02, -0.25, 0.09, 0.06, 0.11, 0.09, -0.05, -0.36, -0.05, -0.16, 0.03, -0.87, 0.46, 0.08, 0.07, 0.08, 0.07, 0.09, 0.10, -0.14, -0.30, -0.11, 0.51, -0.29, -0.29, -0.11, -0.09, -0.31, -0.12, -0.10, 0.08, 0.07, 0.07, 0.08, 0.07, 0.08, 0.08, 0.08, 0.08, 0.07, 0.04, 0.08, 0.06, 0.08, 0.08, 0.06, 0.08, 0.08], "energy_ha": -4651.05351, "charge": -1, "multiplicity": 1}

=====

Q: Among the records above, which one has the highest charge?
A: C18H26O18

=====

Q: multiplicity of number 2 (C18H27AuBrN5O3PS)?
A: 1

=====

Q: Which value of charge does entry 1 give?
A: +1